[1]
A single C20H21N3O3 molecule in a non-equilibrium geometry. Source: OMol25; level of theory: ωB97M-V/def2-TZVPD.

For the largest force on an atom, the calculation gives 0.0252 hartree/bohr. The calculation puts the orbital gap at 7.94 eV. The highest occupied orbital energy comes out at -0.315 Eh. The SMILES is O=C(c1cccc([N+](=O)[O-])c1)N1CCN(C/C=C/c2ccccc2)CC1. Its LUMO energy is -0.64 eV.

```
! RIJCOSX wB97M-V def2-TZVPD def2/J DEFGRID3
* xyz 0 1
O -2.99 -2.24 -2.03
C -2.96 -1.50 -1.06
C -4.19 -0.76 -0.63
C -5.36 -1.47 -0.38
C -6.54 -0.81 -0.06
C -6.57 0.57 0.01
C -5.40 1.28 -0.26
N -5.42 2.72 -0.19
O -4.36 3.30 -0.32
O -6.49 3.26 -0.02
C -4.22 0.63 -0.58
N -1.84 -1.29 -0.34
C -1.77 -0.54 0.90
C -0.65 -1.13 1.76
N 0.66 -1.03 1.14
C 1.45 0.11 1.57
C 2.85 -0.01 1.07
C 3.49 0.94 0.40
C 4.85 0.90 -0.11
C 5.37 2.03 -0.74
C 6.66 2.05 -1.23
C 7.46 0.92 -1.11
C 6.96 -0.21 -0.49
C 5.67 -0.22 0.01
C 0.58 -1.11 -0.31
C -0.61 -1.94 -0.75
H -5.34 -2.55 -0.45
H -7.44 -1.38 0.14
H -7.47 1.11 0.26
H -3.34 1.22 -0.80
H -1.54 0.52 0.69
H -2.72 -0.59 1.43
H -0.87 -2.19 1.95
H -0.63 -0.62 2.73
H 1.46 0.12 2.66
H 1.01 1.07 1.22
H 3.32 -0.96 1.30
H 2.97 1.87 0.20
H 4.75 2.92 -0.83
H 7.04 2.93 -1.71
H 8.47 0.93 -1.50
H 7.58 -1.09 -0.40
H 5.30 -1.12 0.48
H 1.50 -1.56 -0.69
H 0.49 -0.10 -0.76
H -0.64 -2.04 -1.84
H -0.55 -2.95 -0.32
*
```

[2]
A molecular structure, C20H21N5O3S2Y in a non-equilibrium geometry. Source: OMol25; level of theory: ωB97M-V/def2-TZVPD.

For the largest force on an atom, the calculation gives 0.0456 hartree/bohr. The calculation puts the orbital gap at 8.26 eV. The highest occupied orbital energy comes out at -0.409 Eh. Its LUMO energy is -2.88 eV.

```
! RIJCOSX wB97M-V def2-TZVPD def2/J DEFGRID3
* xyz 1 1
Y 0.58 -0.49 0.40
C -1.04 3.44 3.32
C -1.05 1.95 3.19
C 0.02 1.21 3.70
C 0.04 -0.17 3.58
C -0.99 -0.83 2.90
C -2.08 -0.10 2.43
C -2.11 1.28 2.61
H -1.21 3.72 4.36
H -1.81 3.90 2.71
H -0.07 3.84 3.04
H 0.81 1.72 4.22
H 0.81 -0.74 4.07
H -1.02 -1.92 2.89
H -2.93 -0.60 1.98
H -2.99 1.83 2.30
N 0.46 -2.04 -2.90
C 0.78 -2.85 -1.82
C 1.59 -3.96 -2.06
C 1.84 -4.86 -1.04
C 1.18 -4.67 0.17
C 0.40 -3.55 0.34
N 0.22 -2.61 -0.62
C 0.41 -0.66 -2.99
C 0.01 -0.11 -4.22
C 0.07 1.26 -4.38
C 0.62 2.03 -3.36
C 0.96 1.41 -2.18
N 0.79 0.09 -1.96
H 0.57 -2.51 -3.79
H 2.06 -4.09 -3.03
H 2.52 -5.68 -1.19
H 1.30 -5.37 0.98
H -0.14 -3.39 1.27
H -0.35 -0.75 -5.01
H -0.26 1.71 -5.30
H 0.77 3.09 -3.48
H 1.40 1.96 -1.35
N -1.79 3.14 -0.49
C -2.71 2.31 -1.06
C -2.27 1.04 -0.80
N -1.10 1.09 -0.09
C -0.84 2.38 0.08
H -1.81 4.15 -0.51
H -3.56 2.67 -1.58
H -2.73 0.11 -1.07
H 0.01 2.76 0.62
O 4.38 -0.67 1.63
S 3.09 -0.55 1.04
O 1.96 -1.27 1.76
O 2.91 -0.96 -0.36
S 2.29 1.32 1.06
*
```

[3]
A single C20H21NO4 molecule in a non-equilibrium geometry. Source: OMol25; level of theory: ωB97M-V/def2-TZVPD.

For the largest force on an atom, the calculation gives 0.0705 hartree/bohr. The calculation puts the orbital gap at 8.52 eV. The highest occupied orbital energy comes out at -0.285 Eh. The SMILES is CC(=O)Oc1ccc(CCc2cc(C)c3c(c2)NC(=O)CO3)c(C)c1. Its LUMO energy is 0.78 eV.

```
! RIJCOSX wB97M-V def2-TZVPD def2/J DEFGRID3
* xyz 0 1
C 2.29 -4.15 -1.27
C 1.13 -3.33 -0.77
O 1.33 -2.69 0.27
O 0.01 -3.30 -1.50
C -0.99 -2.48 -1.09
C -1.28 -1.37 -1.84
C -2.06 -0.37 -1.26
C -2.62 -0.54 0.01
C -3.19 0.70 0.69
C -2.15 1.30 1.70
C -0.76 1.68 1.15
C -0.43 3.01 0.76
C 0.81 3.36 0.18
C 1.02 4.81 -0.23
C 1.75 2.35 -0.07
C 1.45 1.03 0.32
C 0.23 0.73 0.98
N 2.30 -0.02 -0.01
C 3.40 0.17 -0.81
O 3.99 -0.82 -1.21
C 3.80 1.59 -1.19
O 2.94 2.64 -0.70
C -2.42 -1.76 0.70
C -3.12 -2.08 2.01
C -1.60 -2.73 0.16
H 2.70 -3.70 -2.17
H 1.90 -5.13 -1.54
H 3.07 -4.28 -0.50
H -0.82 -1.17 -2.81
H -2.19 0.58 -1.83
H -3.46 1.42 -0.05
H -4.07 0.45 1.24
H -1.99 0.60 2.54
H -2.67 2.18 2.14
H -1.13 3.81 0.89
H 0.07 5.23 -0.56
H 1.39 5.37 0.61
H 1.76 4.84 -1.04
H 0.11 -0.35 1.29
H 2.03 -0.96 0.22
H 3.84 1.65 -2.28
H 4.81 1.79 -0.80
H -3.11 -3.16 2.19
H -2.59 -1.58 2.85
H -4.16 -1.69 1.94
H -1.33 -3.63 0.66
*
```

[4]
4 unconnected molecules or ions with the total composition C20H22BBrF24IO5 in a non-equilibrium geometry. Source: OMol25; level of theory: ωB97M-V/def2-TZVPD.

For the largest force on an atom, the calculation gives 0.0318 hartree/bohr. The calculation puts the orbital gap at 6.81 eV. The highest occupied orbital energy comes out at -0.190 Eh. Its LUMO energy is 1.65 eV.

```
! RIJCOSX wB97M-V def2-TZVPD def2/J DEFGRID3
* xyz -1 1
C 0.43 -2.69 -3.20
C 0.13 -2.31 -4.65
I 1.33 -3.63 -5.93
C -1.35 -2.46 -5.08
C -2.36 -2.21 -3.98
C -2.99 -0.84 -3.89
O -3.97 -1.07 -2.89
B -4.48 -2.43 -3.23
Br -4.49 -3.68 -1.56
O -3.56 -2.98 -4.23
H 1.43 -3.11 -3.13
H 0.41 -1.79 -2.59
H -0.27 -3.43 -2.82
H 0.49 -1.32 -4.88
H -1.53 -1.70 -5.85
H -1.52 -3.41 -5.56
H -2.08 -2.50 -2.97
H -3.56 -0.68 -4.81
H -2.31 -0.03 -3.66
H -5.65 -2.37 -3.59
C -7.69 -4.34 0.82
C -7.74 -2.81 0.73
C -6.72 -2.02 1.54
F -6.87 -2.24 2.87
F -6.91 -0.70 1.32
F -9.00 -2.37 1.01
F -7.46 -2.52 -0.55
O -8.61 -4.99 1.70
C -8.33 -5.20 3.01
C -9.33 -4.47 3.92
F -9.31 -3.14 3.69
F -8.98 -4.69 5.22
F -7.06 -4.90 3.34
F -8.51 -6.52 3.26
H -8.00 -4.68 -0.17
H -6.67 -4.70 0.96
H -5.70 -2.29 1.23
H -10.33 -4.85 3.75
C 0.51 2.25 -0.65
C 0.91 0.83 -1.07
C 1.73 -0.01 -0.09
F 2.93 0.56 0.17
F 1.94 -1.22 -0.64
F 1.53 0.86 -2.27
F -0.26 0.15 -1.22
O 1.31 3.32 -1.14
C 2.42 3.75 -0.49
C 3.68 3.58 -1.35
F 3.86 2.30 -1.69
F 4.76 3.99 -0.63
F 2.58 3.18 0.72
F 2.29 5.09 -0.29
H -0.45 2.41 -1.12
H 0.35 2.32 0.42
H 1.19 -0.14 0.85
H 3.60 4.19 -2.26
C 8.32 4.67 1.68
C 8.18 3.14 1.66
C 6.83 2.55 2.06
F 6.52 2.85 3.34
F 6.90 1.21 1.95
F 9.17 2.58 2.39
F 8.36 2.77 0.36
O 8.93 5.27 2.81
C 8.23 5.61 3.93
C 8.70 4.84 5.16
F 8.58 3.51 4.97
F 7.94 5.19 6.22
F 6.90 5.50 3.76
F 8.49 6.92 4.18
H 9.01 4.89 0.87
H 7.38 5.16 1.43
H 6.04 2.92 1.40
H 9.75 5.08 5.37
*
```

[5]
A single C20H22ClFN2O4S molecule in a non-equilibrium geometry. Source: OMol25; level of theory: ωB97M-V/def2-TZVPD.

For the largest force on an atom, the calculation gives 0.0233 hartree/bohr. The calculation puts the orbital gap at 9.07 eV. The highest occupied orbital energy comes out at -0.321 Eh. The SMILES is C[C@@H]1CN(C(=O)c2cc(S(=O)(=O)N(C)c3ccc(F)cc3)ccc2Cl)C[C@H](C)O1. Its LUMO energy is 0.33 eV.

```
! RIJCOSX wB97M-V def2-TZVPD def2/J DEFGRID3
* xyz 0 1
C -1.62 -5.02 0.53
C -0.88 -4.25 -0.55
C 0.42 -3.62 0.00
N 0.67 -2.36 -0.68
C 1.02 -1.28 0.04
O 1.21 -1.31 1.24
C 1.23 0.01 -0.71
C 0.34 1.06 -0.52
C 0.61 2.29 -1.07
S -0.45 3.66 -0.61
O -1.81 3.21 -0.57
O -0.13 4.81 -1.40
N 0.08 3.96 0.96
C 1.37 4.61 1.00
C -0.20 2.94 1.88
C 0.80 2.15 2.46
C 0.47 1.13 3.34
C -0.86 0.91 3.63
F -1.19 -0.08 4.49
C -1.87 1.68 3.08
C -1.54 2.70 2.21
C 1.75 2.52 -1.82
C 2.64 1.48 -2.03
C 2.38 0.23 -1.46
Cl 3.50 -1.05 -1.70
C 0.29 -2.35 -2.07
C -1.24 -2.60 -2.19
C -2.01 -1.29 -2.36
O -1.73 -3.23 -1.03
H -0.97 -5.79 0.95
H -2.51 -5.49 0.11
H -1.93 -4.33 1.31
H -0.63 -4.93 -1.39
H 1.27 -4.29 -0.14
H 0.32 -3.39 1.06
H -0.56 0.92 0.07
H 1.31 5.46 0.33
H 1.56 4.96 2.01
H 2.19 3.96 0.68
H 1.83 2.32 2.22
H 1.23 0.50 3.77
H -2.90 1.49 3.34
H -2.30 3.32 1.76
H 1.92 3.50 -2.22
H 3.54 1.62 -2.61
H 0.85 -3.14 -2.58
H 0.55 -1.40 -2.53
H -1.42 -3.25 -3.07
H -3.08 -1.51 -2.37
H -1.74 -0.80 -3.28
H -1.80 -0.63 -1.52
*
```

[6]
A single C20H22ClN3O4 molecule in a non-equilibrium geometry. Source: OMol25; level of theory: ωB97M-V/def2-TZVPD.

For the largest force on an atom, the calculation gives 0.0236 hartree/bohr. The calculation puts the orbital gap at 9.06 eV. The highest occupied orbital energy comes out at -0.311 Eh. The SMILES is COc1cc(CNC(=O)c2ccc(Cn3nc(C)c(Cl)c3C)o2)cc(OC)c1. Its LUMO energy is 0.61 eV.

```
! RIJCOSX wB97M-V def2-TZVPD def2/J DEFGRID3
* xyz 0 1
C -0.09 -2.57 5.82
O 0.74 -2.95 4.75
C 0.97 -2.05 3.76
C 1.82 -2.49 2.73
C 2.13 -1.65 1.68
C 3.01 -2.11 0.55
N 2.38 -1.83 -0.72
C 2.87 -0.92 -1.59
O 4.00 -0.46 -1.53
C 1.90 -0.51 -2.62
C 2.04 0.28 -3.73
C 0.75 0.44 -4.27
C -0.10 -0.25 -3.46
C -1.59 -0.36 -3.44
N -2.16 0.72 -2.67
N -2.56 1.83 -3.29
C -2.94 2.69 -2.36
C -3.46 4.04 -2.67
C -2.75 2.10 -1.09
Cl -3.09 2.80 0.44
C -2.24 0.83 -1.32
C -1.86 -0.24 -0.36
O 0.59 -0.84 -2.46
C 1.58 -0.37 1.62
C 0.72 0.06 2.62
O 0.12 1.28 2.66
C 0.41 2.21 1.64
C 0.42 -0.79 3.69
H -0.11 -3.42 6.50
H -1.10 -2.35 5.48
H 0.31 -1.70 6.35
H 2.23 -3.48 2.80
H 3.96 -1.57 0.55
H 3.21 -3.19 0.64
H 1.42 -2.13 -0.82
H 2.96 0.69 -4.09
H 0.48 1.01 -5.14
H -1.89 -1.32 -3.01
H -1.98 -0.26 -4.45
H -2.81 4.80 -2.25
H -3.52 4.16 -3.75
H -4.46 4.16 -2.24
H -0.81 -0.51 -0.47
H -2.47 -1.13 -0.53
H -2.03 0.11 0.65
H 1.84 0.27 0.80
H 1.47 2.46 1.62
H -0.17 3.10 1.89
H 0.10 1.84 0.66
H -0.25 -0.41 4.45
*
```

[7]
A single C20H22F3N3O2 molecule. Source: OMol25; level of theory: ωB97M-V/def2-TZVPD.

For the largest force on an atom, the calculation gives 0.0147 hartree/bohr. The calculation puts the orbital gap at 8.94 eV. The highest occupied orbital energy comes out at -0.337 Eh. The SMILES is CCc1cc(C(=O)N2CCC[C@H](C(=O)c3ccc(C(F)(F)F)cc3)C2)n(C)n1. Its LUMO energy is -0.24 eV.

```
! RIJCOSX wB97M-V def2-TZVPD def2/J DEFGRID3
* xyz 0 1
C 5.60 -0.49 -2.49
C 5.64 -1.51 -1.36
C 4.42 -1.49 -0.51
C 3.32 -0.62 -0.56
C 2.47 -1.04 0.46
C 1.11 -0.63 0.85
O 0.22 -1.47 1.00
N 0.88 0.68 1.07
C 1.76 1.78 0.76
C 1.28 2.49 -0.52
C -0.18 2.91 -0.37
C -1.05 1.71 0.01
C -2.49 2.11 0.26
O -2.79 3.24 0.57
C -3.53 1.05 0.11
C -3.25 -0.31 -0.02
C -4.28 -1.22 -0.14
C -5.60 -0.79 -0.13
C -6.72 -1.77 -0.30
F -6.39 -3.01 0.09
F -7.82 -1.44 0.39
F -7.10 -1.87 -1.59
C -5.90 0.56 0.00
C -4.86 1.47 0.13
C -0.48 1.11 1.31
N 3.08 -2.11 1.02
C 2.61 -2.90 2.13
N 4.25 -2.37 0.47
H 6.51 -0.56 -3.09
H 4.75 -0.68 -3.14
H 5.53 0.52 -2.10
H 5.76 -2.52 -1.77
H 6.51 -1.32 -0.72
H 3.15 0.17 -1.26
H 2.78 1.43 0.65
H 1.72 2.49 1.60
H 1.91 3.35 -0.72
H 1.37 1.80 -1.36
H -0.54 3.34 -1.31
H -0.28 3.68 0.40
H -1.01 0.96 -0.78
H -2.24 -0.68 -0.02
H -4.06 -2.27 -0.24
H -6.92 0.89 0.01
H -5.07 2.53 0.24
H -1.06 0.24 1.64
H -0.49 1.86 2.10
H 3.17 -3.83 2.14
H 2.79 -2.37 3.08
H 1.55 -3.10 2.02
*
```

[8]
A single C20H22F3N3O2 molecule in a non-equilibrium geometry. Source: OMol25; level of theory: ωB97M-V/def2-TZVPD.

For the largest force on an atom, the calculation gives 0.1132 hartree/bohr. The calculation puts the orbital gap at 8.66 eV. The highest occupied orbital energy comes out at -0.302 Eh. The SMILES is NC(=O)c1ccc(Oc2ccc3c(c2)CCCN(CCCC(F)(F)F)C3)nc1. Its LUMO energy is 0.44 eV.

```
! RIJCOSX wB97M-V def2-TZVPD def2/J DEFGRID3
* xyz 0 1
N -5.77 -5.90 -2.86
C -4.72 -4.99 -2.99
O -4.38 -4.74 -4.10
C -3.99 -4.44 -1.95
C -3.46 -5.21 -0.95
C -2.81 -4.59 0.11
C -2.53 -3.26 -0.04
O -1.74 -2.92 1.06
C -1.03 -1.77 1.11
C -0.65 -1.36 2.36
C -0.04 -0.10 2.51
C 0.27 0.71 1.40
C 0.08 0.16 0.07
C -0.56 -1.08 -0.06
C 0.53 0.84 -1.26
C 0.16 2.39 -1.52
C 0.34 3.17 -0.32
N 1.50 2.84 0.46
C 2.18 3.99 0.91
C 3.52 3.74 1.55
C 4.41 2.90 0.72
C 5.89 3.07 0.98
F 6.37 4.21 0.30
F 6.65 1.93 0.67
F 6.06 3.19 2.37
C 1.08 1.98 1.67
N -3.00 -2.41 -0.97
C -3.74 -3.06 -1.94
H -6.28 -5.96 -3.68
H -6.22 -6.00 -1.96
H -3.63 -6.33 -0.87
H -2.45 -5.21 0.98
H -1.01 -1.84 3.33
H 0.13 0.31 3.56
H -0.66 -1.48 -1.00
H 0.19 0.30 -2.17
H 1.59 0.78 -1.30
H -0.88 2.45 -1.82
H 0.76 2.79 -2.34
H 0.27 4.21 -0.58
H -0.60 2.92 0.21
H 1.68 4.53 1.74
H 2.32 4.65 0.04
H 4.03 4.69 1.71
H 3.36 3.22 2.51
H 4.12 1.78 0.83
H 4.32 3.18 -0.32
H 0.57 2.47 2.33
H 1.91 1.65 2.27
H -4.11 -2.40 -2.77
*
```